Entry 1:
The following is a quantum chemistry calculation of a structure of composition C34H56N4SiW at a distorted geometry, from the Open Molecules 2025 dataset.

XYZ file:
```
96
Properties=species:S:1:pos:R:3:lowdin_spin:R:1
W 0.8859 -0.1720 1.0913 0.780
C -0.2924 -1.5106 4.8807 -0.001
C -0.2418 -1.1456 2.6596 -0.002
N 0.3854 -0.9114 3.8559 -0.004
H -2.2065 -2.6492 4.8126 0.000
N -1.4011 -1.7720 2.9986 -0.001
H 0.0465 -1.4792 5.9148 0.000
C 0.7830 -2.2643 0.5152 0.032
C 0.7662 -2.4701 -0.8950 0.038
C 0.7376 -3.7871 -1.3838 0.007
C 0.7621 -4.8792 -0.5211 0.014
C 0.8038 -4.6932 0.8555 -0.001
C 0.8066 -3.3954 1.3854 0.013
H 0.7996 -1.6097 -1.5904 0.011
H 0.7055 -3.9974 -2.4546 0.002
H 0.8438 -5.5694 1.5042 0.000
H 0.8784 -3.2945 2.4789 0.001
C 0.7540 -6.2599 -1.0853 0.005
H 0.5937 -7.0101 -0.3110 0.000
H 1.6943 -6.5133 -1.5841 0.001
H -0.0284 -6.3688 -1.8383 0.001
C 1.6142 -0.1704 3.8587 0.001
C 2.0683 0.0787 5.2900 0.003
C 2.6447 -0.9161 3.0451 -0.008
H 2.2161 -0.8821 5.8143 0.000
H 3.0334 0.6041 5.2286 0.001
H 1.3440 0.7151 5.8266 0.001
H 1.9309 1.8967 3.5431 0.009
H 0.4100 1.4775 2.9618 0.001
H 2.4252 -1.0276 1.9293 -0.014
C 1.4165 1.0798 3.0313 -0.002
H 2.8091 -1.9087 3.4567 0.001
H 3.5672 -0.3352 3.1314 0.001
H 2.0532 1.0578 2.0529 -0.020
C -1.4023 -2.0870 4.3430 -0.001
C -2.5381 -3.6945 1.9894 0.001
H -3.0177 -4.2366 2.8168 0.000
H -3.0394 -3.9385 1.0447 0.000
C -2.5647 -2.1638 2.1854 0.000
H -3.2901 -1.8643 0.2626 0.002
C -3.8369 -1.7001 2.9220 0.001
H -3.7541 -0.6451 3.2101 0.000
H -1.4937 -4.0067 1.8857 0.000
H -1.5370 -1.8957 0.3134 0.009
H -4.0620 -2.2849 3.8289 0.000
H -4.6989 -1.7953 2.2491 0.000
C -2.4244 -1.5096 0.8332 0.015
H -2.4263 -0.4192 0.9112 0.003
C 2.3454 2.1100 -4.9782 0.096
N 2.4410 1.5002 -3.7539 0.002
H 0.7337 2.1369 -6.4075 0.051
N 0.5237 0.9904 -4.5599 0.002
H 3.0894 2.7547 -5.3879 0.047
C 3.5496 1.8995 -2.8854 0.001
C 4.7418 2.2417 -3.7715 0.129
C 3.1530 3.1597 -2.1278 0.031
H 4.5727 3.1460 -4.3628 0.035
H 5.6020 2.4783 -3.1412 0.018
H 5.0263 1.4216 -4.4375 0.030
H 4.6200 1.2925 -1.1752 0.003
H 4.5032 0.0292 -2.3962 0.006
H 2.2574 2.9710 -1.5292 0.001
C 3.9412 0.8249 -1.8977 0.005
H 2.9969 3.9890 -2.8267 0.018
H 3.9795 3.4165 -1.4604 0.007
H 3.0544 0.4550 -1.3766 -0.007
C 1.1515 1.7958 -5.4836 0.098
C -1.7139 1.8704 -4.1829 0.030
H -1.4865 2.8216 -4.6722 0.019
H -2.7692 1.6372 -4.3369 0.008
C -0.9061 0.7405 -4.8008 0.002
H -2.4765 -0.5622 -4.3114 0.005
C -1.1463 0.7464 -6.3171 0.149
H -0.5014 0.0327 -6.8460 0.035
H -1.5134 1.9245 -3.1094 0.001
H -1.1173 -0.6389 -3.1708 0.001
H -1.0205 1.7448 -6.7543 0.041
H -2.1918 0.4777 -6.5064 0.021
C -1.3852 -0.5654 -4.2241 0.017
H -1.0192 -1.4152 -4.8021 0.007
C 1.2956 0.8318 -3.4375 0.006
C -3.6280 4.0006 0.5911 0.010
Si -2.5550 3.3972 1.9926 0.024
C -1.3785 4.7400 2.6410 0.008
C -3.6035 2.9615 3.5247 0.002
C -1.5621 1.9049 1.5379 0.086
C -0.7463 1.0544 1.1156 0.039
H -4.3392 4.7507 0.9430 0.001
H -4.2005 3.1727 0.1650 0.002
H -3.0413 4.4485 -0.2148 0.004
H -1.9274 5.5036 3.2170 0.001
H -0.6413 4.2696 3.3137 0.001
H -0.8351 5.2412 1.8252 0.002
H -4.4809 2.3398 3.2675 0.000
H -2.9601 2.3983 4.2285 0.000
H -3.9551 3.8822 4.0297 0.000
```

Summary:
LUMO energy (alpha / beta)	4.1 / 4.0	eV
energy relative to the best compared isomer or geometry (same formula, charge and spin)	1.9854	eV
spin multiplicity	3
HOMO-LUMO gap (alpha / beta)	1.36 / 3.71	eV
<S²>	2.083
total energy	-1904.37064	Eh
total charge	-2
HOMO (alpha / beta)	2.707 / 0.329	eV

=====

Entry 2:
The following is a quantum chemistry calculation of a cluster of 2 separate species, C20H44N8O3PS2 in total at a distorted geometry, from the Open Molecules 2025 dataset.

XYZ file:
```
78
Properties=species:S:1:pos:R:3:mulliken_charge:R:1
C 3.7399 0.7786 4.8173 -0.771
C 3.8832 0.3559 3.2538 -0.330
S 3.9006 1.8015 2.0913 -0.086
C 2.1301 2.2977 1.6581 -1.009
C 1.3794 1.1097 0.8779 0.277
C 0.5351 0.0080 1.5991 0.122
C 0.2595 -0.0784 3.1876 0.003
C -0.5089 1.2534 3.7168 -0.008
O -0.2285 1.8113 4.8131 -0.589
N -1.6106 1.8014 2.9012 0.321
C -2.9477 1.2679 3.3160 -0.938
C -1.7029 3.2956 3.0103 -0.848
N 0.0530 -0.9020 0.5667 0.547
C -0.7796 -2.1573 0.7432 -0.826
C -2.3105 -1.9294 0.3077 -0.320
N -3.1704 -3.1437 0.3649 0.060
C -2.5708 -4.3317 -0.3262 -0.487
C -2.0444 -4.0470 -1.8145 -0.807
C -3.5292 -3.5149 1.7390 0.520
C -4.6420 -4.6784 1.9675 -1.034
O -3.0168 -3.0277 2.7915 -0.522
C 0.5422 -0.3527 -0.6964 -0.338
P 0.2601 -0.9825 -2.4515 0.256
N -1.2769 -0.8371 -2.9533 -0.751
N 1.3598 0.8530 -0.5724 0.695
C 2.0501 1.6678 -1.6304 -0.186
C 3.4625 0.9239 -2.0141 0.582
N 3.5375 0.5464 -3.4748 -0.600
N 3.6910 -0.3190 -1.2257 -0.481
N 4.6469 1.8314 -1.7515 -0.621
H 3.9696 1.8920 4.9948 0.247
H 4.4749 0.1789 5.4740 0.325
H 2.6736 0.5390 5.1647 0.249
H 3.1254 -0.4670 2.9781 0.140
H 4.9266 -0.1411 3.1649 0.402
H 1.6315 2.5781 2.6489 0.294
H 2.2451 3.2278 0.9902 0.417
H 1.2250 -0.1786 3.7931 -0.196
H -0.4232 -0.9638 3.4667 0.378
H -3.0574 0.1391 3.1581 0.174
H -3.7504 1.7736 2.6509 0.357
H -3.1932 1.5902 4.4024 0.389
H -0.7789 3.8351 2.5977 0.218
H -1.9709 3.6608 4.0652 0.325
H -2.5888 3.6090 2.3337 0.355
H -0.2267 -2.9728 0.1591 0.356
H -0.6920 -2.4287 1.8643 0.188
H -2.7533 -1.1765 1.0699 0.053
H -2.3229 -1.3835 -0.7033 0.403
H -3.3653 -5.1702 -0.3979 0.431
H -1.7450 -4.7618 0.3694 0.326
H -2.7895 -3.4104 -2.4012 0.232
H -1.9964 -5.0732 -2.3437 0.413
H -0.9688 -3.6359 -1.8358 -0.040
H -4.0773 -5.6380 2.2629 0.282
H -5.3888 -4.4002 2.7928 0.353
H -5.1635 -4.9225 0.9676 0.308
H 0.6940 -2.3668 -2.5452 0.177
H 1.0374 -0.1951 -3.3928 0.042
H -1.6474 -1.7668 -3.2100 0.064
H 1.3887 1.7825 -2.5727 -0.730
H 2.2747 2.7412 -1.2815 0.360
H 3.1771 -0.4196 -3.5860 0.327
H 2.8663 1.1423 -4.0009 0.219
H 3.0724 -1.0917 -1.5110 0.168
H 4.6526 -0.6786 -1.3424 0.311
H 4.6335 2.4820 -2.5583 0.357
H 5.4671 1.2157 -1.9382 0.358
C -0.8061 4.2849 -5.2652 -1.075
S -0.1441 2.8325 -4.4224 0.646
O 1.0254 2.3391 -5.2187 -0.650
C -1.5435 1.7552 -4.7897 -0.599
H -0.0717 5.0890 -5.1988 0.369
H -0.9949 4.0523 -6.3147 0.326
H -1.7306 4.5991 -4.7777 0.373
H -1.6838 1.6828 -5.8700 0.388
H -2.4438 2.1545 -4.3191 0.365
H -1.3343 0.7646 -4.3841 -0.005
```

Summary:
LUMO energy	-3.7	eV
spin multiplicity	1
HOMO-LUMO gap	7.43	eV
total energy	-2589.44787	Eh
total charge	+1
HOMO	-11.098	eV

=====

Entry 3:
The following is a quantum chemistry calculation of a structure of composition C4H6N2O at a distorted geometry, from the Open Molecules 2025 dataset.

XYZ file:
```
13
Properties=species:S:1:pos:R:3:mulliken_charge:R:1
N -1.4919 0.8293 -0.2985 -0.541
C -0.6956 0.0370 0.5680 0.248
C -0.0888 -1.0957 0.0750 0.160
O -0.5956 -2.3148 0.0421 -0.472
N 1.1649 -0.8346 -0.2127 0.027
C 1.4377 0.5635 -0.1817 -0.611
C 0.3209 1.1024 0.4264 -0.579
H -0.8882 1.0857 -1.2126 0.329
H -2.1397 1.4394 0.1818 0.241
H -1.5194 -2.1720 0.3267 0.326
H 1.7682 -1.5557 -0.5513 0.211
H 2.4748 0.8373 -0.0333 0.309
H 0.3099 2.1196 0.8361 0.352
```

Summary:
LUMO energy	0.8	eV
energy relative to the best compared isomer or geometry (same formula, charge and spin)	4.9497	eV
spin multiplicity	1
HOMO-LUMO gap	7.86	eV
total energy	-340.61301	Eh
HOMO	-7.085	eV